[1]
23
Properties=species:S:1:pos:R:3:mulliken_charge:R:1 method="wB97M-V/def2-TZVPD" largest_force_ev_per_a=4.22 charge=+1 lumo_energy_ev=-2.647 e_tot_ev=-18140.6700 smiles=C[N+](C)(CP)C(N)N spin_multiplicity=1 orbital_gap_ev=10.99
C 1.49 -0.09 0.93 -0.874
N 0.02 -0.01 0.49 0.055
C -0.89 -0.78 1.38 -0.926
C -0.39 1.47 0.54 -0.670
P 0.48 2.56 -0.89 -0.020
C 0.03 -0.52 -0.88 -0.436
N -1.30 -0.48 -1.38 -0.494
N 0.79 -2.13 -0.78 -0.590
H 2.21 0.49 0.24 0.390
H 1.64 0.19 1.98 0.358
H 1.79 -1.25 0.94 0.390
H -0.84 -0.33 2.35 0.434
H -2.00 -0.48 1.25 0.327
H -0.63 -1.84 1.37 0.384
H -1.56 1.59 0.39 0.383
H -0.06 1.84 1.59 0.440
H -0.71 2.53 -1.50 0.059
H 0.24 3.92 -0.36 0.127
H 0.88 0.06 -1.37 0.610
H -1.62 -1.46 -1.24 0.344
H -1.43 -0.19 -2.44 0.282
H 1.64 -2.30 -1.37 0.203
H 0.21 -2.80 -1.23 0.224

[2]
22
Properties=species:S:1:pos:R:3:lowdin_spin:R:1 method="wB97M-V/def2-TZVPD" largest_force_ev_per_a=2.92 charge=-1 lumo_energy_ev="3.644 / 3.529" e_tot_ev=-9974.9676 spin_multiplicity=2 orbital_gap_ev="2.75 / 9.49"
C 2.88 -0.12 -0.98 0.014
C 1.49 0.35 -0.62 0.042
C 0.61 0.83 -1.79 0.010
C -0.71 1.53 -1.65 0.053
N 0.82 -0.75 0.09 0.051
H 3.39 -0.35 -0.04 0.009
H 2.79 -1.10 -1.46 0.001
H 3.44 0.52 -1.67 0.002
H 1.56 1.26 0.05 0.015
H 1.28 1.36 -2.51 0.001
H 0.56 -0.13 -2.32 0.002
H -1.08 1.79 -2.64 0.004
H -1.52 0.96 -1.18 0.027
H -0.79 2.53 -1.21 0.008
H -0.20 -0.71 0.07 0.058
H 1.02 -0.71 1.09 0.092
H -3.76 -0.19 2.28 0.060
H -4.61 0.80 1.50 0.034
O -4.04 0.73 2.28 0.149
H -0.61 -2.92 2.93 0.072
H -1.16 -2.57 4.28 0.074
O -1.36 -3.12 3.50 0.222

[3]
22
Properties=species:S:1:pos:R:3:mulliken_charge:R:1 method="wB97M-V/def2-TZVPD" largest_force_ev_per_a=4.13 charge=0 lumo_energy_ev=0.647 e_tot_ev=-9974.7640 smiles=CCN(C)C.O.O spin_multiplicity=1 orbital_gap_ev=9.07
C -0.90 0.08 -1.46 -1.236
C -1.22 -0.61 -0.15 -0.467
N -0.26 -0.21 0.83 0.143
C -0.76 -0.50 2.24 -0.994
C 1.12 -0.64 0.62 -0.780
H -0.53 1.13 -1.25 0.330
H -0.01 -0.42 -1.95 0.261
H -1.71 0.14 -2.20 0.362
H -1.20 -1.84 -0.35 0.272
H -2.21 -0.34 0.34 0.425
H -0.96 -1.57 2.38 0.348
H -1.60 0.15 2.64 0.248
H 0.15 -0.36 2.89 0.330
H 1.19 -1.75 0.69 0.361
H 1.47 -0.36 -0.45 0.107
H 1.83 -0.18 1.41 0.291
O 4.26 0.32 -3.45 -0.647
H 3.60 -0.17 -3.00 0.305
H 4.93 -0.39 -3.84 0.341
O -2.19 2.45 1.63 -0.621
H -2.23 1.85 0.86 0.323
H -2.76 3.23 1.55 0.297

[4]
22
Properties=species:S:1:pos:R:3:mulliken_charge:R:1 method="wB97M-V/def2-TZVPD" largest_force_ev_per_a=3.04 charge=0 lumo_energy_ev=0.693 e_tot_ev=-9975.6450 smiles=CNC(C)C.O.O spin_multiplicity=1 orbital_gap_ev=9.22
C -1.76 2.41 1.27 -0.881
N -1.42 1.26 2.10 -0.381
C -0.09 0.60 2.06 0.304
C 1.10 1.64 2.03 -1.344
C 0.01 -0.18 0.76 -1.177
H -1.06 3.26 1.29 0.285
H -2.72 2.77 1.54 0.381
H -1.84 2.11 0.17 0.222
H -1.66 1.58 3.05 0.235
H -0.16 0.00 2.94 0.389
H 2.05 1.18 1.81 0.403
H 1.09 2.21 2.94 0.353
H 0.86 2.35 1.24 0.324
H 1.09 -0.32 0.49 0.283
H -0.36 0.30 -0.14 0.325
H -0.47 -1.17 0.96 0.275
O -0.54 -2.16 -3.10 -0.624
H 0.06 -2.59 -3.72 0.346
H -1.25 -2.79 -2.93 0.303
O 2.37 -2.73 -3.74 -0.683
H 2.24 -3.30 -2.97 0.332
H 1.97 -1.90 -3.45 0.330

[5]
22
Properties=species:S:1:pos:R:3:mulliken_charge:R:1 method="wB97M-V/def2-TZVPD" largest_force_ev_per_a=3.94 charge=0 lumo_energy_ev=-2.483 e_tot_ev=-9968.9865 spin_multiplicity=1 orbital_gap_ev=5.65
C 1.81 1.47 -1.07 -0.609
C 1.04 0.34 -1.77 -0.234
N 0.49 -0.43 -0.68 -0.450
C -0.70 -1.31 -0.94 -0.444
C -1.11 -1.98 0.39 -1.112
H 2.81 1.03 -0.93 0.360
H 1.70 2.52 -1.36 0.347
H 1.32 1.57 -0.10 -0.286
H 1.67 -0.25 -2.49 0.426
H 0.25 0.89 -2.43 0.224
H 0.01 0.51 -0.07 0.205
H -0.41 -2.04 -1.72 0.389
H -1.64 -0.72 -1.44 0.218
H -0.37 -2.57 0.79 0.344
H -1.99 -2.55 0.06 0.361
H -1.47 -1.25 1.07 0.295
H 1.51 1.18 0.84 0.596
H -0.84 0.33 3.72 0.303
O -0.46 0.03 2.87 -0.647
H -0.73 2.20 0.31 0.197
H -0.68 0.70 2.22 0.386
O -0.88 1.27 0.46 -0.869

[6]
22
Properties=species:S:1:pos:R:3:mulliken_charge:R:1 method="wB97M-V/def2-TZVPD" largest_force_ev_per_a=3.41 charge=0 lumo_energy_ev=0.641 e_tot_ev=-9975.6078 smiles=CC(C)CN.O.O spin_multiplicity=1 orbital_gap_ev=9.67
C -3.07 0.88 -1.56 -1.368
C -1.90 0.03 -1.83 0.892
C -1.28 0.37 -3.22 -1.652
C -0.68 -0.08 -0.93 -0.685
N -0.94 -0.55 0.46 -0.547
H -2.79 1.90 -1.21 0.297
H -3.75 0.59 -0.73 0.328
H -3.79 0.96 -2.36 0.391
H -2.17 -1.02 -1.99 0.139
H -0.54 -0.33 -3.56 0.425
H -2.10 0.32 -3.92 0.404
H -0.85 1.36 -3.28 0.383
H -0.03 0.90 -0.87 0.208
H 0.03 -0.75 -1.39 0.337
H -0.19 -1.11 0.80 0.222
H -1.82 -1.04 0.48 0.225
O 5.54 -1.17 3.08 -0.629
H 4.88 -0.49 2.86 0.306
H 4.94 -1.93 3.02 0.308
O 3.64 0.05 5.23 -0.615
H 4.10 0.89 5.33 0.317
H 2.77 0.22 5.60 0.313

[7]
23
Properties=species:S:1:pos:R:3:lowdin_spin:R:1 method="wB97M-V/def2-TZVPD" largest_force_ev_per_a=4.62 charge=-1 lumo_energy_ev="3.257 / 2.031" e_tot_ev=-20808.4709 spin_multiplicity=2 orbital_gap_ev="6.47 / 5.19"
C 1.50 1.33 -0.27 0.025
N 0.72 0.28 -0.92 0.177
C -0.85 -0.58 -1.53 0.080
C -1.16 -1.60 -0.62 0.560
S -3.96 1.12 -0.47 0.025
C 2.02 1.08 1.15 -0.001
H 2.33 1.56 -0.91 0.009
H 0.86 2.18 -0.22 0.000
H 1.34 -0.47 -1.22 0.001
H -0.38 -0.80 -2.46 0.004
H -1.33 0.40 -1.46 0.030
H -1.64 -2.48 -1.03 0.031
H -1.39 -1.35 0.40 0.026
H -3.55 0.39 -1.53 -0.003
H 2.53 1.98 1.50 0.000
H 1.21 0.87 1.85 0.000
H 2.71 0.25 1.20 0.000
H 1.04 -2.73 1.80 0.000
H 0.67 -1.92 0.55 0.016
O 1.28 -1.95 1.30 0.021
H -2.04 1.07 1.03 0.000
H -0.79 0.46 0.54 -0.001
O -1.13 0.91 1.32 0.000

[8]
23
Properties=species:S:1:pos:R:3:mulliken_charge:R:1 method="wB97M-V/def2-TZVPD" largest_force_ev_per_a=2.86 charge=0 lumo_energy_ev=-4.646 e_tot_ev=-20803.8391 spin_multiplicity=1 orbital_gap_ev=3.52
C -0.32 0.97 0.31 -0.872
C 0.24 0.95 -1.15 -0.596
C 1.77 1.12 -1.33 -0.392
S 2.61 -0.19 -0.58 -0.093
C -0.18 -0.36 1.10 -0.305
N -0.84 -1.48 0.46 -0.325
H 0.21 1.76 0.89 0.353
H -1.42 1.08 0.34 0.474
H -0.09 -0.09 -1.49 0.246
H -0.38 1.66 -1.66 0.413
H 1.92 1.04 -2.39 0.369
H 2.27 2.09 -0.99 0.316
H -2.68 -1.73 -2.45 -0.031
H 0.93 -0.63 1.22 0.273
H -0.64 0.02 2.04 0.167
H -0.99 -2.28 1.08 0.283
H -1.77 -1.16 0.08 0.296
H -4.09 -0.40 0.14 0.189
H -2.01 -1.86 -2.73 0.026
O -3.16 -0.16 0.03 -0.757
H 3.37 -0.49 2.95 0.310
H 2.62 0.09 1.58 0.277
O 2.63 0.06 2.55 -0.620

[9]
23
Properties=species:S:1:pos:R:3:mulliken_charge:R:1 method="wB97M-V/def2-TZVPD" largest_force_ev_per_a=2.43 charge=0 lumo_energy_ev=0.566 e_tot_ev=-12023.1290 smiles="CC(C)=CN.O.O.O" spin_multiplicity=1 orbital_gap_ev=8.19
C 0.18 -1.39 -0.17 -0.715
C 1.42 -0.69 -0.59 0.727
C 2.09 -1.27 -1.79 -1.575
C 1.99 0.28 0.15 -0.412
N 1.42 1.14 1.07 -0.407
H 0.22 -2.11 0.65 0.280
H -0.61 -0.65 0.03 0.049
H -0.31 -1.92 -1.00 0.313
H 1.43 -1.59 -2.60 0.340
H 2.90 -0.62 -2.11 0.371
H 2.53 -2.25 -1.56 0.333
H 3.05 0.45 -0.03 0.329
H 2.02 1.47 1.82 0.219
H 0.48 1.00 1.38 0.194
O -3.59 0.52 -0.11 -0.632
H -3.16 0.70 -0.95 0.306
H -3.82 1.36 0.29 0.309
O -0.87 1.47 -1.60 -0.657
H -0.01 1.26 -1.20 0.319
H -0.98 0.73 -2.20 0.324
O -1.20 -0.39 2.71 -0.611
H -1.80 0.25 2.38 0.295
H -1.25 -0.27 3.68 0.303

[10]
23
Properties=species:S:1:pos:R:3:mulliken_charge:R:1 method="wB97M-V/def2-TZVPD" largest_force_ev_per_a=1.00 charge=0 lumo_energy_ev=0.540 e_tot_ev=-12023.2110 smiles="C=C(N)CC.O.O.O" spin_multiplicity=1 orbital_gap_ev=8.96
C 1.56 -2.09 -2.30 -1.124
C 0.93 -1.20 -1.54 0.582
N 1.60 -0.54 -0.49 -0.394
C -0.51 -0.83 -1.71 -0.360
C -0.73 0.19 -2.85 -1.079
H 1.09 -2.78 -2.99 0.301
H 2.60 -2.35 -2.09 0.262
H 1.39 0.45 -0.42 0.224
H 2.61 -0.64 -0.50 0.229
H -1.00 -0.45 -0.83 0.035
H -1.08 -1.75 -1.87 0.397
H 0.19 0.72 -3.08 0.316
H -1.12 -0.26 -3.76 0.307
H -1.43 0.94 -2.48 0.322
O -0.78 0.97 0.97 -0.628
H 0.02 1.43 1.27 0.291
H -0.92 0.17 1.49 0.313
O 2.23 -0.03 2.85 -0.660
H 1.94 -0.31 1.98 0.341
H 1.69 -0.48 3.49 0.323
O -3.55 2.60 3.42 -0.622
H -4.27 2.70 4.05 0.312
H -3.86 1.93 2.80 0.313